Record 1
Here is a molecular structure, C46H46F3MnN3P2S2Si2Te from OMol25. Energies are from ωB97M-V/def2-TZVPD.

Calculated values
<S²> = 6.11
Frontier orbital gap (spin up / spin down) = 6.6 / 7.5 eV
Total charge = -1
2S+1 = 5

XYZ file:
```
106
Properties=species:S:1:pos:R:3:forces:R:3:lowdin_spin:R:1
Mn 0.532 -0.680 1.029 -0.61 3.27 -1.95 3.768
S -2.471 0.359 -0.971 -0.68 -0.23 0.18 0.002
P -0.840 1.394 -1.300 0.66 -0.38 0.43 0.003
C 0.478 0.773 -0.309 0.84 1.48 -0.81 -0.035
P 1.932 1.676 0.057 -0.46 -0.66 -0.07 0.004
S 2.748 0.671 1.580 -0.35 -0.68 0.37 0.010
C 3.309 1.746 -1.148 -0.39 -0.07 0.11 -0.002
C 3.342 0.968 -2.297 -0.17 0.07 0.06 0.001
C 4.465 0.983 -3.107 0.12 -0.03 -0.13 0.000
C 5.561 1.756 -2.764 0.07 -0.08 -0.01 0.000
C 5.555 2.478 -1.579 0.11 0.08 0.02 0.000
C 4.440 2.461 -0.766 -0.03 0.03 -0.06 0.000
C 1.677 3.398 0.612 -0.04 -0.25 -0.21 0.005
C 0.805 3.491 1.694 0.03 -0.15 0.01 0.001
C 0.501 4.722 2.236 0.06 0.04 0.12 0.000
C 1.083 5.868 1.714 0.09 0.05 0.04 0.000
C 1.933 5.777 0.626 0.19 0.21 0.10 0.000
C 2.222 4.548 0.059 0.11 -0.14 0.14 0.001
C -0.470 1.344 -3.100 -0.15 -0.08 0.34 -0.003
C -1.411 0.730 -3.916 -0.04 -0.03 -0.03 0.000
C -1.264 0.743 -5.289 0.05 0.06 -0.18 0.000
C -0.169 1.371 -5.860 0.02 -0.04 -0.12 0.000
C 0.797 1.946 -5.050 0.17 0.13 -0.05 0.000
C 0.652 1.929 -3.675 -0.06 -0.05 0.12 -0.001
C -1.149 3.172 -0.997 0.05 -0.30 0.08 0.004
C -0.411 4.193 -1.586 -0.18 -0.12 -0.05 0.002
C -0.632 5.506 -1.218 -0.16 0.19 -0.10 0.000
C -1.595 5.814 -0.272 -0.05 -0.01 -0.08 0.002
C -2.325 4.797 0.320 -0.18 0.09 0.01 0.000
C -2.101 3.481 -0.032 0.00 -0.06 -0.09 0.002
H 2.490 0.353 -2.557 -0.02 0.01 0.05 0.001
H 4.483 0.381 -4.006 0.01 -0.03 -0.06 0.000
H 6.437 1.772 -3.397 0.04 -0.02 -0.06 0.000
H 6.425 3.044 -1.279 0.08 0.03 -0.01 0.000
H 4.444 2.978 0.184 0.05 0.06 0.01 0.000
H 0.378 2.571 2.087 -0.07 0.13 0.05 0.000
H -0.182 4.789 3.069 -0.08 0.02 0.08 0.000
H 0.868 6.833 2.152 -0.04 0.05 0.00 0.000
H 2.380 6.671 0.214 0.00 0.08 -0.04 0.000
H 2.875 4.496 -0.802 -0.01 -0.02 -0.03 0.000
H -2.262 0.247 -3.454 -0.02 0.05 -0.03 0.000
H -2.016 0.280 -5.910 -0.04 -0.06 -0.09 0.000
H -0.062 1.408 -6.934 0.03 -0.02 -0.09 0.000
H 1.666 2.424 -5.483 0.04 -0.02 -0.06 0.000
H 1.425 2.353 -3.049 -0.04 0.08 -0.08 0.000
H 0.339 3.973 -2.331 -0.01 0.03 -0.01 0.000
H -0.045 6.294 -1.669 0.03 0.05 -0.03 0.000
H -1.771 6.845 0.003 0.00 0.07 0.05 0.000
H -3.078 5.029 1.059 -0.08 0.05 0.11 0.000
H -2.657 2.674 0.426 -0.04 0.01 0.04 0.000
C -4.748 -5.076 -0.303 0.43 0.40 -0.46 0.000
Si -3.438 -4.121 -1.319 -0.14 -0.16 -0.04 0.001
C -2.423 -5.399 -2.318 -0.23 0.53 0.53 0.001
C -4.229 -2.950 -2.597 0.26 -0.37 0.58 0.000
C -2.421 -3.094 -0.074 0.11 -0.25 -0.74 0.002
Te -0.635 -2.302 -1.008 -0.08 -0.63 0.30 0.024
C 0.523 -4.113 -0.679 0.39 0.49 -0.21 0.004
Si 2.184 -3.926 -1.592 0.08 -0.27 -0.30 0.001
C 3.261 -5.461 -1.274 -0.38 0.54 -0.09 0.000
C 1.735 -3.847 -3.451 0.17 0.05 0.66 0.000
C 3.109 -2.350 -1.054 -0.52 -0.43 -0.04 0.006
H -5.400 -5.659 -0.944 -0.16 -0.14 -0.19 0.000
H -5.367 -4.396 0.272 -0.13 0.20 0.11 0.000
H -4.276 -5.759 0.396 0.18 -0.11 0.11 0.000
H -3.061 -5.913 -3.031 -0.22 -0.02 -0.12 0.000
H -1.974 -6.156 -1.684 0.10 -0.15 0.19 0.000
H -1.627 -4.912 -2.874 0.14 0.12 -0.12 0.001
H -4.611 -3.491 -3.457 -0.05 -0.18 -0.13 0.000
H -3.490 -2.235 -2.948 0.18 0.13 -0.06 0.000
H -5.047 -2.382 -2.168 -0.18 0.15 0.14 0.000
H -2.106 -3.651 0.808 0.06 -0.03 0.01 0.000
H -2.981 -2.218 0.246 -0.03 0.09 0.04 0.000
H -0.039 -4.963 -1.052 -0.04 -0.11 -0.20 0.001
H 0.664 -4.251 0.390 -0.02 0.10 0.17 0.000
H 2.716 -6.382 -1.451 -0.20 -0.16 -0.08 0.000
H 3.631 -5.479 -0.255 0.06 0.06 0.25 0.000
H 4.125 -5.460 -1.928 0.24 0.04 -0.19 0.000
H 1.228 -4.760 -3.753 -0.12 -0.21 -0.02 0.000
H 2.617 -3.743 -4.076 0.20 0.05 -0.08 0.000
H 1.065 -3.015 -3.662 -0.04 0.11 -0.01 0.000
H 3.770 -2.551 -0.216 0.05 -0.07 0.18 0.000
H 2.408 -1.570 -0.737 0.08 0.04 -0.07 0.004
H 3.719 -1.920 -1.845 0.04 -0.05 -0.19 0.000
N 1.050 -2.093 2.020 2.00 -3.41 1.92 -0.002
C 1.816 -2.876 2.437 -1.32 1.06 -0.42 0.066
C 2.667 -3.812 2.941 -0.08 0.10 0.02 0.025
C 3.913 -4.011 2.349 0.78 -0.03 -0.48 0.005
N 4.939 -4.162 1.843 0.11 -0.06 -0.05 0.009
C 2.308 -4.524 4.087 -0.30 -0.48 0.66 0.005
N 2.004 -5.128 5.020 -0.02 -0.06 0.14 0.009
F -3.012 1.703 9.162 0.19 -0.05 -0.12 0.001
C -3.946 1.661 8.186 -0.20 0.22 0.45 0.001
F -4.525 2.887 8.203 0.04 0.05 -0.20 0.001
F -4.891 0.809 8.617 -0.06 -0.22 -0.18 0.000
C -3.377 1.310 6.851 0.01 -0.08 -0.06 0.008
C -3.857 0.227 6.120 -0.01 0.27 0.32 -0.001
C -3.288 -0.081 4.903 0.17 0.09 -0.17 0.010
C -2.228 0.682 4.395 -0.26 0.06 0.59 0.009
C -1.767 1.782 5.137 -0.04 -0.11 -0.11 0.009
C -2.334 2.089 6.353 -0.23 -0.09 0.16 -0.001
C -1.567 0.306 3.207 0.77 -0.47 -1.28 0.064
C -0.905 -0.075 2.249 -0.70 0.56 0.97 -0.029
H -4.664 -0.375 6.515 0.00 0.01 0.00 0.000
H -3.640 -0.932 4.339 0.02 -0.02 -0.05 0.001
H -0.943 2.367 4.754 0.02 -0.02 -0.04 0.001
H -1.966 2.924 6.933 0.03 0.05 0.02 0.000
```
Forces are in eV/Å.

***

Record 2
Here is a molecular structure, C3H3MgO from OMol25. Energies are from ωB97M-V/def2-TZVPD.

Calculated values
<S²> = 0.76
Frontier orbital gap (spin up / spin down) = 6.3 / 6.5 eV
2S+1 = 2

XYZ file:
```
8
Properties=species:S:1:pos:R:3:forces:R:3:lowdin_spin:R:1
C -1.005 -0.242 -0.802 0.18 0.66 2.01 0.068
C -2.156 -0.740 0.092 -0.31 -0.44 0.10 0.011
C -1.462 0.572 0.202 -0.78 -0.81 -2.97 0.002
H -2.040 -1.500 0.879 0.15 0.30 -0.23 0.001
H -3.148 -0.798 -0.381 0.30 -0.02 0.10 0.006
H -1.861 1.583 0.317 1.00 -0.25 0.57 -0.002
O 1.019 0.741 0.839 0.86 -0.68 -0.63 0.920
Mg 1.082 -0.421 -0.704 -1.39 1.26 1.05 -0.006
```
Forces are in eV/Å.

***

Record 3
Here is C3H6ClFN2S in the gas phase from OMol25. Energies are from ωB97M-V/def2-TZVPD.

Calculated values
Frontier orbital gap = 9.2 eV
SMILES = CS/C(=N\N)[C@H](F)Cl
2S+1 = 1

XYZ file:
```
14
Properties=species:S:1:pos:R:3:forces:R:3:nbo_charge:R:1
C -1.646 -1.170 0.552 -1.37 -0.19 1.16 -0.776
S -0.108 -1.359 -0.483 -1.39 -1.30 0.54 0.247
C 0.746 0.075 -0.140 1.67 3.13 -0.50 -0.171
N 0.419 1.311 -0.473 -0.08 -2.80 0.88 -0.134
N -0.792 1.461 -0.922 -2.88 2.56 -1.41 -0.612
C 2.147 0.038 0.448 -0.65 0.15 0.95 0.237
F 2.580 1.386 0.515 0.42 -2.75 0.09 -0.333
Cl 3.258 -1.074 -0.630 -0.91 1.43 1.32 -0.107
H -1.997 -0.091 0.426 0.57 -1.48 0.90 0.236
H -1.666 -1.620 1.670 0.78 1.60 -2.44 0.237
H -2.481 -1.773 0.117 0.94 0.34 -0.26 0.232
H -1.102 2.409 -1.165 0.99 -0.48 0.39 0.374
H -1.400 0.828 -1.434 0.88 -1.02 0.34 0.367
H 2.041 -0.422 1.518 1.04 0.81 -1.98 0.204
```
Forces are in eV/Å.

***

Record 4
Here is C7H8OS in the gas phase from OMol25. Energies are from ωB97M-V/def2-TZVPD.

Calculated values
Frontier orbital gap (spin up / spin down) = 7.0 / 7.7 eV
2S+1 = 1

XYZ file:
```
17
Properties=species:S:1:pos:R:3:forces:R:3:nbo_charge:R:1
C -0.948 0.494 0.023 -0.76 1.19 -0.83 -0.337
C -0.538 -0.914 0.143 1.30 -1.08 0.75 -0.188
C -0.319 1.645 0.199 -0.55 -0.65 0.22 0.147
C 0.128 -1.686 -0.760 -0.72 2.73 0.49 -0.250
C -0.124 3.517 1.739 2.11 2.29 -0.33 -0.313
C 0.095 2.913 0.528 -1.14 -0.99 0.10 -0.345
C 0.573 -3.053 -0.541 1.56 -3.33 1.41 -0.683
O 0.975 -1.911 -3.139 0.71 -1.26 -1.91 -0.821
S 0.708 -0.817 -2.216 -0.84 0.45 1.74 1.001
H -2.042 0.455 -0.253 0.81 0.81 0.27 0.232
H -0.800 -1.273 1.168 0.16 -0.34 -1.02 0.217
H 0.411 4.497 2.016 -1.18 -1.65 -0.62 0.198
H -0.715 3.049 2.433 -1.12 -0.98 1.89 0.180
H 0.452 3.584 -0.193 1.05 0.28 -1.38 0.228
H 1.110 -3.678 -1.352 -0.81 1.78 0.96 0.263
H -0.199 -3.761 -0.183 -0.24 0.64 -0.42 0.238
H 1.235 -3.060 0.389 -0.34 0.10 -1.31 0.234
```
Forces are in eV/Å.

***

Record 5
Here is C2H10N8 in the gas phase from OMol25. Energies are from ωB97M-V/def2-TZVPD.

Calculated values
Frontier orbital gap = 9.0 eV
SMILES = Nc1cn(N)n(N)n(N)[nH]1
2S+1 = 1

XYZ file:
```
20
Properties=species:S:1:pos:R:3:forces:R:3:nbo_charge:R:1
N -0.955 1.524 2.234 -0.02 0.22 -0.18 -0.813
C -0.309 0.709 1.307 0.01 -0.15 0.19 0.272
C 0.386 -0.384 1.585 1.76 -1.28 -4.02 -0.214
N 1.188 -0.994 0.079 -1.59 1.42 4.41 -0.131
N 2.234 -0.152 -0.312 0.36 0.48 -0.59 -0.700
N 0.128 -1.010 -0.814 -0.64 -0.33 -0.28 -0.063
N 0.516 -1.484 -2.083 0.03 0.07 -0.29 -0.656
N -0.538 0.286 -1.067 -0.13 -0.04 -0.60 -0.025
N -1.935 0.061 -1.163 -0.06 0.07 0.10 -0.687
N -0.276 1.196 -0.017 0.10 0.06 0.42 -0.491
H -1.051 1.102 3.144 0.01 0.06 0.05 0.386
H -1.825 1.918 1.902 0.00 -0.12 0.06 0.378
H 0.584 -0.969 2.448 -0.09 -0.21 0.38 0.214
H 3.017 -0.301 0.309 -0.11 -0.06 -0.08 0.363
H 1.965 0.832 -0.329 0.02 -0.07 0.24 0.353
H 1.347 -0.980 -2.402 -0.06 -0.09 0.16 0.349
H 0.761 -2.463 -1.963 -0.09 0.17 0.05 0.359
H -2.224 -0.716 -0.567 0.22 -0.03 -0.05 0.345
H -2.142 -0.175 -2.127 0.16 -0.04 0.11 0.370
H -0.870 2.002 -0.166 0.12 -0.13 -0.08 0.390
```
Forces are in eV/Å.

***

Record 6
Here is C3H7NO2S in the gas phase from OMol25. Energies are from ωB97M-V/def2-TZVPD.

Calculated values
Frontier orbital gap (spin up / spin down) = 8.3 / 8.3 eV
2S+1 = 1

XYZ file:
```
14
Properties=species:S:1:pos:R:3:forces:R:3:nbo_charge:R:1
C -0.477 -0.871 0.966 -1.23 -0.99 -0.01 -0.015
C 1.393 1.812 -0.386 0.73 2.67 -3.49 -0.235
C 0.776 0.003 0.886 -0.99 0.33 -0.73 -0.128
N -1.531 -0.459 0.150 3.37 -2.35 2.50 -0.754
O -2.256 -2.463 1.648 -1.18 -0.88 0.20 -0.996
O 0.461 0.886 -0.204 -1.88 -2.23 1.15 -0.541
S -0.839 -2.221 2.023 1.24 2.48 -1.98 0.908
H 2.223 1.471 -1.015 0.31 -0.08 0.35 0.166
H 1.670 2.207 0.513 1.51 1.13 2.50 0.162
H 0.960 2.695 -0.939 0.18 -0.89 0.30 0.185
H 1.771 -0.405 0.667 -0.44 -0.88 0.11 0.208
H 0.885 0.525 1.844 -0.10 0.38 -0.13 0.198
H -1.503 0.474 -0.095 -0.22 1.83 -1.09 0.410
H -2.312 -1.056 0.143 -1.30 -0.53 0.30 0.431
```
Forces are in eV/Å.

***

Record 7
Here is a molecular structure, C14H30BBr2F3NO8PSi2 from OMol25. Energies are from ωB97M-V/def2-TZVPD.

Calculated values
Frontier orbital gap = 9.3 eV
2S+1 = 1

XYZ file:
```
62
Properties=species:S:1:pos:R:3:forces:R:3:nbo_charge:R:1
C -0.778 -2.613 2.104 0.31 0.20 0.09 -0.331
C -0.233 -1.520 2.646 -0.46 0.00 -0.19 -0.688
Si 1.134 -0.607 1.762 0.49 -0.45 -0.27 1.455
C 2.125 -1.920 0.774 -0.37 0.27 -0.33 -0.497
O 1.819 -1.785 -0.614 0.10 -0.26 -0.05 -0.548
C 2.815 -1.115 -1.361 0.10 -0.07 -0.17 -0.062
C 4.084 -1.944 -1.586 0.01 0.26 0.09 -0.652
O 0.615 0.464 0.572 -0.12 0.06 0.75 -1.219
Si -0.388 1.726 0.775 -0.11 0.34 -0.67 1.435
C -2.090 1.477 0.066 0.05 -0.08 0.05 -0.940
C -2.542 0.005 -0.038 -0.24 0.61 0.10 -0.214
N -3.916 -0.148 0.474 0.07 -0.63 -0.09 -0.521
C -4.138 -1.427 1.181 -0.08 0.54 0.29 -0.213
C -3.999 -1.208 2.685 0.42 -0.21 -0.16 -0.612
C -4.843 0.053 -0.597 -0.10 -0.08 0.20 0.726
C -5.092 -1.081 -1.567 0.06 0.01 -0.01 -0.750
O -5.403 1.102 -0.730 -0.05 0.47 -0.16 -0.526
C 0.376 3.187 -0.239 0.24 -0.40 -0.07 0.636
F -0.520 4.165 -0.508 -0.26 0.18 0.11 -0.347
F 0.805 2.727 -1.435 -0.01 -0.05 -0.24 -0.338
F 1.433 3.775 0.338 0.19 0.17 0.22 -0.329
P -0.665 2.511 2.874 -0.52 -0.03 0.41 1.943
O -1.331 1.535 3.762 0.31 -0.21 -0.15 -1.108
O 0.690 3.078 3.499 -0.04 -0.18 0.05 -0.974
O -1.509 3.854 2.660 0.17 0.06 -0.24 -0.977
B 2.447 0.222 3.074 -0.54 0.08 0.00 0.714
O 2.537 -0.318 4.337 -0.16 0.95 0.23 -0.898
O 3.263 1.271 2.749 0.76 -0.71 0.18 -0.894
H -1.348 -3.323 2.690 -0.42 0.16 -0.13 0.200
H -0.627 -2.837 1.053 0.24 -0.35 0.06 0.192
H -0.578 -1.240 3.637 0.31 -0.06 0.18 0.235
H 3.199 -1.831 0.960 0.07 -0.05 -0.01 0.192
H 1.825 -2.926 1.066 0.09 -0.03 0.17 0.214
H 2.368 -0.894 -2.328 -0.16 -0.01 0.18 0.199
H 3.065 -0.153 -0.895 -0.09 0.02 0.12 0.152
H 4.175 -2.724 -0.832 0.00 -0.07 -0.02 0.212
H 4.087 -2.392 -2.577 -0.02 -0.15 0.04 0.220
H 4.967 -1.309 -1.510 0.07 -0.03 -0.06 0.210
H -2.129 1.988 -0.897 -0.07 -0.03 -0.05 0.257
H -2.815 1.975 0.714 -0.02 0.09 0.00 0.275
H -1.881 -0.639 0.537 -0.11 -0.15 0.01 0.217
H -2.502 -0.303 -1.089 0.27 -0.20 0.00 0.191
H -3.443 -2.201 0.842 -0.06 -0.10 -0.12 0.176
H -5.162 -1.742 0.978 0.05 -0.24 -0.11 0.197
H -4.895 -0.747 3.091 0.02 0.08 0.07 0.216
H -3.140 -0.569 2.891 -0.05 0.10 0.05 0.228
H -3.806 -2.158 3.188 -0.20 -0.03 0.07 0.201
H -6.153 -1.324 -1.544 0.00 -0.09 -0.04 0.248
H -4.494 -1.962 -1.355 -0.03 -0.08 -0.02 0.216
H -4.860 -0.717 -2.567 -0.04 -0.02 -0.05 0.246
H 0.908 2.527 4.266 0.18 0.21 0.00 0.512
H -1.804 4.002 1.753 -0.07 0.13 0.08 0.513
H 1.673 -0.414 4.757 0.09 -0.57 -0.10 0.503
H 3.705 1.166 1.899 -0.33 0.43 -0.17 0.504
Br 3.113 1.130 -3.858 0.13 0.15 -0.15 -0.008
C 4.135 1.367 -5.495 -0.15 0.08 0.08 -0.450
C 4.095 0.138 -6.362 0.14 -0.07 -0.04 -0.448
Br 5.232 -1.278 -5.668 -0.06 -0.01 0.03 -0.013
H 5.144 1.631 -5.196 0.03 -0.01 -0.02 0.232
H 3.676 2.207 -6.011 -0.01 -0.01 -0.02 0.230
H 4.480 0.363 -7.354 0.01 0.02 0.00 0.230
H 3.096 -0.276 -6.443 -0.03 0.02 -0.01 0.231
```
Forces are in eV/Å.

***

Record 8
Here is a molecular structure, C4H12N3O from OMol25. Energies are from ωB97M-V/def2-TZVPD.

Calculated values
Frontier orbital gap = 5.1 eV
Total charge = +1
2S+1 = 1

XYZ file:
```
20
Properties=species:S:1:pos:R:3:forces:R:3:nbo_charge:R:1
N 0.131 0.809 2.661 -1.03 0.17 -1.02 -0.571
C -0.246 -0.126 1.659 -0.37 -0.51 0.36 -0.234
C 1.011 -0.560 0.832 0.11 0.52 0.40 -0.199
N 0.760 -1.107 -0.400 0.29 -0.37 1.91 -0.358
C -0.461 -1.060 -1.147 2.09 0.57 -1.91 -0.170
C -0.487 -0.145 -2.186 -2.67 3.99 2.99 0.017
N -1.421 -0.067 -3.295 2.35 -1.87 1.19 -0.751
O 0.828 2.082 0.777 -0.37 0.04 0.34 -0.837
H 0.989 3.036 0.868 0.69 -0.03 -0.53 0.483
H -0.634 0.978 3.312 0.39 -0.30 0.44 0.398
H 0.496 1.667 2.089 0.14 -0.26 0.30 0.426
H -0.661 -1.038 2.116 -0.20 0.33 -0.22 0.220
H -0.901 0.284 0.877 -0.13 0.04 0.00 0.240
H 1.514 0.477 0.738 -0.16 1.09 -0.19 0.356
H 1.664 -1.117 1.523 0.56 -0.25 -0.85 0.250
H 1.545 -1.702 -0.654 -0.70 -0.63 -0.50 0.428
H -0.052 0.860 -2.211 1.50 -0.87 0.65 0.264
H -0.864 -2.056 -1.312 -0.30 0.03 0.11 0.240
H -0.809 -0.990 -3.185 -2.41 -0.81 -3.69 0.397
H -2.402 -0.226 -3.064 0.22 -0.88 0.22 0.401
```
Forces are in eV/Å.

***

Respective calculated total energy values: -5721.56491 -391.20620 -1185.57768 -744.75517 -520.02539 -721.84495 -7601.19130 -398.50462 hartree.